{
  "formula": "C12H29AlBrNO4P",
  "method": "the ωB97M-V functional and the def2-TZVPD basis",
  "elements": ["C", "C", "N", "Al", "Br", "P", "C", "C", "H", "H", "H", "H", "H", "H", "H", "H", "H", "H", "H", "H", "H", "O", "C", "O", "C", "C", "C", "H", "H", "H", "H", "H", "H", "H", "H", "O", "C", "O", "C", "C", "C", "H", "H", "H", "H", "H", "H", "H", "H"],
  "xyz": [[2.133, -2.998, 0.025], [1.561, -2.445, -1.264], [0.121, -2.640, -1.393], [-1.013, -2.279, 0.038], [-0.876, -3.945, 1.773], [-3.215, -2.364, -0.850], [-3.849, -4.059, -0.411], [-4.242, -1.327, 0.298], [1.993, -4.077, 0.082], [3.207, -2.800, 0.059], [1.685, -2.537, 0.906], [1.841, -1.387, -1.346], [2.084, -2.957, -2.085], [-0.195, -1.986, -2.107], [-0.749, -0.799, 0.658], [-3.021, -4.759, -0.319], [-4.364, -4.039, 0.549], [-4.541, -4.416, -1.173], [-3.989, -0.283, 0.117], [-5.298, -1.474, 0.069], [-4.075, -1.555, 1.352], [-0.953, 0.682, -3.523], [0.131, 1.176, -3.397], [1.033, 0.502, -2.652], [2.360, 0.949, -2.383], [2.363, 1.805, -1.139], [0.490, 2.531, -3.968], [2.806, 1.446, -3.246], [2.920, 0.029, -2.217], [1.801, 2.728, -1.274], [3.382, 2.069, -0.848], [1.896, 1.253, -0.323], [0.190, 3.292, -3.247], [-0.086, 2.670, -4.879], [1.546, 2.663, -4.189], [1.311, 3.837, 0.961], [1.053, 3.094, 1.870], [-0.103, 2.409, 1.804], [-0.433, 1.324, 2.683], [-1.064, 1.803, 3.973], [1.961, 2.928, 3.069], [0.442, 0.698, 2.860], [-1.136, 0.725, 2.107], [-0.375, 2.414, 4.559], [-1.366, 0.949, 4.579], [-1.947, 2.404, 3.755], [1.706, 3.698, 3.799], [2.982, 3.093, 2.738], [1.894, 1.957, 3.550]],
  "atomic_forces_ev_per_a": [[0.2, 0.0, 0.0], [-0.1, -0.2, -0.2], [0.1, 0.3, 0.5], [-0.2, 0.1, -0.2], [0.0, 0.1, 0.1], [0.0, 0.0, -0.3], [0.1, 0.1, 0.1], [0.2, -0.1, 0.0], [-0.1, 0.0, 0.1], [0.1, 0.0, 0.0], [-0.1, -0.1, 0.0], [-0.1, 0.0, 0.1], [0.1, 0.1, -0.1], [-0.1, -0.2, -0.2], [0.0, -0.2, 0.2], [0.0, -0.1, -0.1], [0.0, 0.0, 0.1], [-0.1, -0.1, 0.0], [0.0, 0.1, 0.1], [-0.1, 0.1, 0.0], [0.0, 0.0, 0.1], [-0.2, 0.2, -0.3], [0.1, -0.1, 0.4], [0.0, -0.1, -0.4], [0.0, 0.0, 0.1], [0.1, 0.1, 0.0], [0.0, -0.1, 0.0], [-0.1, 0.1, 0.0], [0.0, 0.1, 0.0], [0.0, 0.0, 0.0], [0.0, 0.0, 0.0], [0.0, 0.0, 0.0], [0.0, 0.0, 0.0], [-0.1, 0.0, 0.0], [0.0, 0.0, 0.0], [0.2, 0.4, 0.1], [-0.4, -0.4, -0.2], [0.2, 0.2, 0.0], [-0.2, -0.1, 0.1], [0.1, 0.1, 0.0], [0.0, -0.1, -0.1], [0.0, 0.0, 0.0], [0.1, 0.0, 0.0], [0.0, 0.0, 0.0], [0.0, 0.0, 0.0], [0.0, 0.0, 0.0], [0.0, 0.0, 0.0], [0.0, 0.1, 0.0], [-0.1, 0.0, 0.0]],
  "lumo_ev": 2.6,
  "gap_ev": 6.14,
  "spin_multiplicity": 1,
  "total_charge": -1
}


{
  "formula": "C31H37BF4N8O6SY",
  "method": "the ωB97M-V functional and the def2-TZVPD basis",
  "elements": ["Y", "C", "C", "C", "C", "C", "N", "C", "C", "C", "N", "C", "C", "C", "C", "C", "C", "C", "C", "N", "C", "C", "C", "N", "C", "C", "C", "C", "O", "C", "O", "H", "H", "H", "H", "H", "H", "H", "H", "H", "H", "H", "H", "H", "H", "H", "H", "H", "H", "H", "H", "H", "H", "H", "H", "H", "H", "H", "H", "C", "C", "N", "C", "C", "N", "C", "O", "O", "C", "O", "O", "H", "H", "H", "H", "H", "N", "C", "N", "S", "H", "H", "H", "H", "F", "B", "F", "F", "F"],
  "xyz": [[-0.156, 0.648, -0.943], [-5.693, -3.833, 1.508], [-4.419, -3.088, 1.257], [-3.147, -3.592, 1.558], [-1.958, -2.889, 1.367], [-0.753, -3.420, 1.911], [0.280, -2.649, 2.065], [1.575, -3.092, 2.532], [1.939, -2.328, 3.837], [3.412, -1.975, 3.998], [3.995, -1.030, 3.005], [3.393, -0.090, 2.303], [2.511, 0.892, 2.749], [2.332, 1.212, 4.151], [1.401, 2.110, 4.643], [1.079, 2.339, 6.103], [0.636, 2.791, 3.716], [0.648, 2.467, 2.372], [-0.330, 3.057, 1.492], [-0.666, 2.796, 0.285], [-1.597, 3.871, -0.199], [-2.343, 3.461, -1.454], [-3.202, 2.225, -1.299], [-2.532, 0.990, -0.768], [-3.443, 0.099, -0.408], [-3.237, -1.129, 0.296], [-4.411, -1.877, 0.565], [-2.002, -1.554, 0.790], [-0.953, -0.780, 0.665], [1.549, 1.507, 1.798], [1.496, 1.139, 0.587], [-5.582, -4.886, 1.259], [-6.480, -3.453, 0.883], [-5.991, -3.875, 2.556], [-3.097, -4.575, 1.975], [-0.737, -4.448, 2.277], [0.192, -1.736, 1.591], [2.299, -2.894, 1.710], [1.537, -4.171, 2.680], [1.631, -2.904, 4.683], [1.350, -1.372, 3.870], [4.001, -2.878, 3.961], [3.561, -1.538, 4.999], [4.916, -1.371, 2.715], [3.603, -0.109, 1.231], [2.950, 0.695, 4.907], [1.977, 2.229, 6.726], [0.307, 1.692, 6.545], [0.739, 3.406, 6.248], [-0.124, 3.531, 4.092], [-0.934, 3.813, 2.005], [-0.983, 4.744, -0.532], [-2.309, 4.206, 0.547], [-1.622, 3.294, -2.263], [-2.949, 4.305, -1.784], [-3.652, 2.011, -2.270], [-3.983, 2.484, -0.599], [-4.464, 0.319, -0.724], [-5.372, -1.436, 0.226], [4.129, 0.576, -2.266], [3.133, 1.197, -3.124], [1.847, 1.356, -2.778], [1.228, 1.920, -3.904], [2.223, 2.251, -4.838], [3.379, 1.795, -4.318], [2.204, 2.898, -6.166], [1.057, 3.483, -6.518], [3.204, 2.877, -6.899], [-0.285, 1.980, -3.969], [-0.804, 2.601, -4.926], [-0.864, 1.298, -3.047], [3.886, 0.894, -1.255], [5.128, 0.974, -2.542], [4.066, -0.508, -2.301], [4.218, 1.756, -4.886], [0.232, 3.218, -5.910], [-2.504, -0.621, -4.358], [-1.803, -1.725, -3.977], [-1.689, -2.746, -4.841], [-1.155, -1.939, -2.476], [-2.875, -0.492, -5.319], [-2.225, 0.214, -3.877], [-2.152, -2.699, -5.731], [-1.324, -3.617, -4.512], [1.427, -3.102, -0.661], [2.332, -2.110, -1.038], [1.498, -0.896, -1.170], [3.336, -1.864, -0.105], [2.966, -2.334, -2.287]],
  "atomic_forces_ev_per_a": [[0.6, -0.3, -0.9], [0.4, -0.8, 0.2], [0.9, 0.3, -0.6], [-0.9, 0.3, -0.1], [-0.2, 1.0, 0.0], [-0.1, 0.8, 0.1], [-0.1, -0.9, -0.5], [0.8, 0.6, -0.1], [-0.3, 1.3, -1.2], [-0.1, 1.1, 1.1], [0.5, -1.5, 0.6], [0.1, 0.5, -1.0], [-1.8, 0.4, 0.9], [0.1, -0.5, 0.4], [0.6, -0.8, 0.5], [0.6, 1.2, 0.6], [-1.6, 0.5, -0.9], [0.1, -0.3, -0.8], [-0.7, 0.3, 0.5], [-0.1, 1.2, 0.2], [0.5, 0.0, -1.7], [0.9, -0.5, -0.3], [0.1, -0.1, -0.2], [-2.3, -0.9, 0.6], [2.0, 2.1, -1.1], [-1.6, -0.8, 0.2], [0.0, 0.6, 0.0], [0.9, -0.1, -0.3], [0.0, -0.7, 0.3], [1.1, -0.8, 0.6], [0.0, 0.1, 0.7], [0.1, -0.1, -0.3], [-0.4, 0.2, 0.0], [-0.1, 0.5, 0.0], [0.2, -0.5, 0.3], [0.2, 0.2, -0.1], [-0.1, 0.1, 0.1], [-0.4, -0.1, 0.6], [0.0, 0.0, 0.1], [-0.1, -0.3, 0.6], [0.4, -0.8, 0.0], [0.4, -0.2, -0.2], [-0.1, -0.3, -0.2], [-0.9, 0.2, -0.7], [0.4, 0.4, 0.1], [-0.2, 0.2, -0.6], [-0.2, 0.0, -0.1], [0.2, 0.0, -0.5], [0.3, -1.1, -0.1], [0.8, -0.7, -0.5], [0.2, 0.3, 0.0], [-0.3, -0.6, 0.7], [0.0, -0.1, 0.5], [-0.1, 0.1, 0.2], [-0.2, -0.1, 0.1], [-0.1, -0.2, 0.0], [-0.5, 0.0, 0.2], [-0.2, -0.1, 0.4], [0.7, -0.4, 0.2], [1.1, 0.5, 0.3], [-1.6, 1.1, 0.1], [-0.2, -0.2, -1.6], [1.0, 0.4, 0.3], [-2.0, -0.2, 0.6], [0.4, -0.8, 0.2], [0.6, 0.2, -1.8], [-0.3, -0.7, 0.7], [-1.8, 0.1, 1.7], [1.4, 0.3, -0.9], [-0.2, -0.8, 1.4], [-0.2, 0.8, -0.3], [0.2, -0.1, 0.2], [-0.4, -0.6, 0.3], [0.2, 0.0, -0.2], [0.0, 0.1, 0.2], [1.5, 0.2, -0.6], [0.0, -0.7, -1.0], [-0.8, 0.2, -1.0], [-0.5, 0.5, -0.4], [0.7, 0.2, 1.4], [0.7, -0.3, 1.1], [0.0, 0.5, 0.3], [0.0, -0.2, -0.2], [0.1, -0.1, 0.0], [0.6, 0.1, 0.2], [0.0, -0.3, -1.6], [0.3, -0.3, 0.2], [-0.3, 0.0, 0.6], [-0.9, 0.0, 1.0]],
  "lumo_ev": [-4.1, -4.1],
  "gap_ev": [6.49, 6.49],
  "spin_multiplicity": 1,
  "total_charge": 1,
  "relative_energy_kcal_mol": 8.9
}


{
  "formula": "C5H13NO",
  "method": "the ωB97M-V functional and the def2-TZVPD basis",
  "elements": ["C", "C", "C", "C", "N", "C", "H", "H", "H", "H", "H", "H", "H", "H", "H", "H", "H", "H", "H", "O"],
  "xyz": [[-0.416, -1.714, 1.560], [0.615, -1.955, 0.489], [0.573, -1.000, -0.604], [0.527, 0.365, -0.268], [0.888, 1.443, -1.090], [0.983, -1.486, -1.920], [0.060, -0.922, 2.247], [-1.474, -1.244, 1.084], [-0.725, -2.599, 2.220], [1.656, -2.060, 0.822], [0.369, -2.940, 0.015], [0.550, 0.652, 0.797], [0.186, 1.728, -1.763], [0.930, 2.414, -0.684], [0.204, -1.822, -2.520], [1.879, -2.181, -1.963], [1.453, -0.541, -2.400], [-2.910, 4.926, 0.550], [-2.941, 4.361, 2.102], [-2.407, 4.574, 1.327]],
  "atomic_forces_ev_per_a": [[-2.1, 1.7, 1.6], [-1.2, -2.9, -0.3], [0.7, 4.7, 1.0], [1.0, -2.6, 0.5], [-0.6, 2.6, -1.0], [3.5, 2.6, -1.1], [-1.3, -1.0, -0.7], [3.0, -1.3, 1.3], [0.7, 1.1, -1.1], [-0.3, 0.0, 0.4], [0.3, 0.4, 0.4], [-0.5, -0.5, -0.5], [-0.2, -1.1, -0.8], [0.4, -1.9, 0.7], [-1.3, -0.8, -1.2], [-1.3, 0.3, 0.6], [-0.9, -1.4, 0.1], [0.2, -0.6, 1.7], [-0.4, 0.3, -0.7], [0.2, 0.3, -1.0]],
  "lumo_ev": 0.8,
  "gap_ev": 8.46,
  "spin_multiplicity": 1,
  "relative_energy_kcal_mol": 64.2,
  "smiles": "CC/C(C)=C/N.O"
}


{
  "formula": "C26H28N3RuS3Sb2",
  "method": "the ωB97M-V functional and the def2-TZVPD basis",
  "elements": ["Ru", "C", "C", "C", "C", "C", "C", "C", "C", "C", "S", "C", "N", "H", "H", "H", "H", "H", "H", "H", "H", "S", "C", "C", "N", "C", "S", "C", "N", "C", "Sb", "C", "C", "C", "C", "C", "C", "C", "C", "C", "Sb", "C", "C", "H", "H", "H", "H", "H", "H", "H", "H", "H", "H", "H", "H", "H", "H", "H", "H", "H", "H", "H", "H"],
  "xyz": [[-1.399, 0.500, -0.506], [-1.222, -2.842, -0.053], [-1.981, -2.244, 1.090], [-2.553, -3.108, 2.052], [-3.193, -2.590, 3.131], [-3.300, -1.192, 3.283], [-3.919, -0.599, 4.401], [-4.000, 0.763, 4.489], [-3.508, 1.570, 3.453], [-2.915, 1.024, 2.331], [-2.457, 2.069, 1.018], [-2.762, -0.381, 2.255], [-2.096, -0.930, 1.187], [-0.583, -3.658, 0.286], [-0.608, -2.086, -0.539], [-1.916, -3.239, -0.796], [-2.459, -4.177, 1.916], [-3.623, -3.237, 3.887], [-4.334, -1.237, 5.171], [-4.464, 1.227, 5.350], [-3.610, 2.647, 3.505], [-2.266, 2.415, -1.950], [-3.118, 1.585, -3.192], [-3.722, 2.409, -4.203], [-4.186, 3.078, -5.015], [-3.220, 0.248, -3.283], [-2.526, -0.840, -2.125], [-3.880, -0.376, -4.392], [-4.373, -0.923, -5.275], [1.445, 0.622, 3.585], [0.748, 0.664, 1.552], [1.706, -1.210, 1.108], [2.308, 2.009, 0.797], [3.459, 1.258, 0.216], [4.438, 0.741, 1.065], [5.502, -0.002, 0.583], [5.606, -0.241, -0.779], [4.648, 0.280, -1.634], [3.574, 1.033, -1.161], [2.599, 1.603, -2.148], [0.641, 0.674, -2.181], [0.111, 1.429, -4.097], [1.283, -1.229, -2.923], [1.407, 1.619, 4.019], [2.469, 0.253, 3.579], [0.817, -0.046, 4.171], [2.729, -1.194, 1.480], [1.717, -1.391, 0.035], [1.150, -2.006, 1.604], [2.616, 2.595, 1.664], [1.819, 2.670, 0.086], [4.363, 0.943, 2.129], [6.250, -0.388, 1.265], [6.435, -0.811, -1.176], [4.738, 0.115, -2.702], [2.956, 1.449, -3.166], [2.434, 2.671, -2.000], [0.956, 1.302, -4.773], [-0.161, 2.479, -4.029], [-0.743, 0.869, -4.472], [1.804, -1.061, -3.865], [0.410, -1.856, -3.090], [1.961, -1.717, -2.223]],
  "atomic_forces_ev_per_a": [[-1.7, 1.7, 0.3], [0.0, 0.0, 0.0], [0.0, 0.2, 0.0], [0.0, -0.1, 0.0], [0.0, -0.1, 0.1], [0.0, 0.1, -0.1], [-0.1, -0.1, 0.0], [0.0, 0.1, 0.0], [0.0, -0.1, 0.0], [0.1, 0.2, 0.1], [0.0, -0.6, -0.6], [0.0, -0.1, 0.2], [0.3, -0.4, -0.8], [0.0, 0.0, 0.0], [0.0, 0.0, 0.0], [0.0, 0.0, 0.0], [0.0, 0.0, 0.0], [0.0, 0.0, 0.0], [0.0, 0.0, 0.0], [0.0, 0.0, 0.0], [0.0, 0.0, 0.0], [0.8, -0.6, 0.8], [0.0, 0.3, -0.2], [0.0, 0.0, 0.1], [0.0, 0.0, 0.0], [0.0, -0.3, -0.4], [0.6, 0.4, 1.1], [0.0, 0.0, 0.1], [0.0, 0.0, 0.0], [-0.4, 0.2, 0.1], [0.4, -0.3, -0.9], [0.0, 0.1, 0.1], [-0.1, -0.2, 0.2], [0.1, 0.1, 0.0], [0.0, 0.1, 0.0], [0.0, 0.0, 0.0], [0.0, 0.0, 0.0], [0.0, 0.0, 0.0], [0.1, -0.1, -0.1], [-0.2, 0.0, 0.4], [-0.3, -0.7, -0.7], [0.0, 0.1, 0.1], [0.1, 0.1, 0.2], [0.0, 0.0, 0.0], [0.0, 0.0, -0.1], [0.0, 0.0, 0.0], [0.0, 0.0, 0.0], [0.0, 0.0, 0.0], [0.0, 0.0, 0.0], [0.0, 0.0, 0.0], [0.0, 0.1, 0.0], [0.0, 0.0, 0.0], [0.0, 0.0, 0.0], [0.0, 0.0, 0.0], [0.0, 0.0, 0.0], [-0.1, 0.0, 0.0], [0.0, 0.0, 0.0], [0.0, 0.0, 0.0], [0.0, 0.0, 0.0], [0.0, 0.0, 0.0], [0.0, 0.0, 0.0], [0.0, 0.0, 0.0], [0.0, 0.0, 0.0]],
  "lumo_ev": [-1.5, -1.3],
  "gap_ev": [5.74, 5.88],
  "spin_multiplicity": 2,
  "s2": 0.764,
  "relative_energy_kcal_mol": 62.7
}


Q: What is the formula in the first record?
A: C12H29AlBrNO4P